Molecular formula: C8H9N2OS
Method: DFT, the ωB97M-V functional and the def2-TZVPD basis

Last column: Löwdin spin population.
Cartesian coordinates (Å):
C -0.139 -2.452 2.314  0.0445
C -1.235 -1.990 1.578  -0.0051
C 1.058 -1.752 2.230  -0.0042
C -1.100 -1.025 0.587  0.0496
C 1.144 -0.638 1.399  0.0466
C 0.112 -0.267 0.539  0.0633
C 0.211 0.783 -0.378  0.5500
C 0.507 2.588 -1.876  0.0422
N -1.091 0.948 -2.163  0.6229
N 0.882 1.812 -0.725  0.0739
O -0.806 2.246 -2.168  0.0665
S -0.460 0.018 -3.262  0.3977
H -0.410 -3.156 3.031  0.0027
H -2.111 -2.638 1.750  -0.0004
H 1.713 -1.759 3.051  -0.0002
H -1.764 -0.641 -0.159  0.0010
H 1.907 0.055 1.651  0.0012
H 0.420 3.536 -1.441  0.0001
H 1.200 2.666 -2.750  0.0009
H 1.352 2.476 -0.141  0.0249
H -1.388 -0.813 -3.063  0.0221

Calculated values
Total charge: +1
E_LUMO (alpha / beta): -0.17401 / -0.22434 Eh
Relative energy (zero: lowest compared OMol25 entry of this formula, charge and spin): 1.768 eV
Multiplicity: 3

=====

Molecular formula: C8H9N3
Method: DFT, the ωB97M-V functional and the def2-TZVPD basis

Last column: Mulliken charge in e.
Cartesian coordinates (Å):
C 0.374 1.596 -1.926  0.5534
C 3.357 2.118 1.431  -0.4758
C 2.285 2.744 1.010  -0.2500
C 2.570 0.846 -0.135  0.0535
C 0.921 2.405 -0.917  -0.3181
C -0.145 -0.501 0.098  0.1513
C -1.362 -0.380 0.828  -0.8339
C -0.162 -1.532 -0.945  -1.1584
N -0.075 1.205 -2.929  -0.4582
N 3.508 0.936 0.733  -0.5870
N 1.776 2.005 -0.061  0.2530
H 3.835 2.180 2.389  0.3807
H 1.837 3.724 1.189  0.4175
H 2.462 0.090 -0.850  0.4675
H -2.188 -1.230 0.942  0.2734
H -1.491 -0.066 1.856  0.3094
H -1.600 0.481 0.103  0.1758
H 0.037 -1.098 -1.812  0.2903
H 0.715 -2.117 -0.631  0.3140
H -1.018 -2.187 -0.910  0.4417

Calculated values
E_LUMO: -0.04615 Eh
Relative energy (zero: lowest compared OMol25 entry of this formula, charge and spin): 8.050 eV

=====

Molecular formula: C8H9N3O
Method: DFT, the ωB97M-V functional and the def2-TZVPD basis

Last column: Mulliken charge in e.
Cartesian coordinates (Å):
N -1.560 -1.659 -3.685  -0.4796
C -0.918 -1.376 -2.766  -0.1861
C -0.235 -1.122 -1.537  0.0433
C -0.258 -2.399 -0.662  0.0411
C 1.058 -2.687 -0.276  0.0843
N 2.154 -2.725 0.056  -0.5154
O -1.181 -2.005 0.435  -0.4077
N -1.116 -0.657 0.696  -0.0367
C 0.036 -0.214 1.531  -0.6310
C 0.648 0.961 0.841  -0.6260
C -0.119 1.223 -0.437  -0.6041
C -0.921 -0.049 -0.628  -0.1094
H 0.716 -0.819 -1.885  0.4357
H -0.894 -3.134 -1.189  0.5796
H 0.758 -0.960 1.641  0.2497
H -0.536 -0.030 2.435  0.3901
H 1.690 0.791 0.638  0.3149
H 0.716 1.746 1.533  0.3667
H -0.965 2.026 -0.470  0.3188
H 0.711 1.417 -1.226  0.2291
H -1.923 0.231 -1.086  0.5428

Calculated values
E_LUMO: 0.02338 Eh
Relative energy (zero: lowest compared OMol25 entry of this formula, charge and spin): 3.269 eV
Structure (SMILES): N#C[C@@H]1[C@@H](C#N)ON2CCC[C@@H]12

=====

Molecular formula: C8H9N3O
Method: DFT, the ωB97M-V functional and the def2-TZVPD basis

Last column: Mulliken charge in e.
Cartesian coordinates (Å):
C 4.707 0.562 -0.346  -0.8677
C -1.073 -1.796 0.367  -0.0977
C 0.997 -1.195 -0.557  -0.0231
C 3.407 0.490 0.077  0.7585
C 5.675 -0.363 -0.087  0.5462
C 1.095 -0.063 0.518  -0.3542
C -1.771 -0.491 0.553  -0.6687
C 0.164 0.963 -0.378  -0.7134
N 0.034 -1.973 -0.237  -0.2738
N 2.363 0.490 0.610  -0.0412
N -1.229 0.630 -0.326  -0.0711
O 6.560 -1.005 0.215  -0.0643
H 5.212 1.300 -1.074  0.3684
H -1.701 -2.619 0.609  0.4409
H 1.612 -1.224 -1.446  0.4368
H 0.756 -0.325 1.454  0.5050
H -2.829 -0.600 0.430  0.4412
H -1.523 -0.125 1.563  0.3840
H 0.736 1.074 -1.301  0.3611
H -1.581 0.640 -1.378  0.4532
H -1.595 1.580 0.065  0.4799

Calculated values
Total charge: +2
E_LUMO (alpha / beta): -0.31067 / -0.31506 Eh
Relative energy (zero: lowest compared OMol25 entry of this formula, charge and spin): 2.468 eV

=====

Molecular formula: C8H9N7O2Sr
Method: DFT, the ωB97M-V functional and the def2-TZVPD basis

Last column: Mulliken charge in e.
Cartesian coordinates (Å):
Sr 1.430 -0.113 -0.596  2.1651
N 1.480 0.132 2.057  -0.5816
N 1.086 1.472 2.312  -0.1366
C 1.244 2.466 1.295  0.5341
O 1.312 3.618 1.670  -0.6685
O 1.246 2.014 0.092  -0.9227
H 0.911 -0.463 2.648  0.2139
H 2.457 -0.013 2.310  0.2408
H 1.370 1.856 3.204  0.2645
N 7.477 -0.286 -2.770  -0.4988
C 6.840 -0.329 -1.806  0.4678
N 6.184 -0.371 -0.650  -0.6004
C 4.925 -0.559 -0.674  0.4213
N 3.770 -0.745 -0.552  -0.8807
N -5.270 -0.584 -0.625  -0.4611
C -3.918 -0.639 -0.649  1.2144
C -3.235 -1.864 -0.690  -0.5597
C -1.861 -1.862 -0.708  -0.6001
N -1.105 -0.757 -0.687  -0.4379
C -1.768 0.412 -0.645  -0.1487
C -3.137 0.524 -0.626  -0.8644
H -5.824 -1.419 -0.660  0.1893
H -5.750 0.297 -0.614  0.1945
H -3.773 -2.802 -0.705  0.3174
H -1.331 -2.807 -0.741  0.3672
H -1.168 1.318 -0.605  0.4629
H -3.593 1.504 -0.585  0.3079

Calculated values
E_LUMO: -0.02092 Eh
Relative energy (zero: lowest compared OMol25 entry of this formula, charge and spin): 0.000 eV

=====

Molecular formula: C8H9NO2S
Method: DFT, the ωB97M-V functional and the def2-TZVPD basis

Last column: Mulliken charge in e.
Cartesian coordinates (Å):
C 3.238 0.320 1.694  -0.7932
C 1.437 -0.260 -0.278  -0.5965
C 0.234 -0.539 0.223  0.6465
C -0.940 0.082 -0.394  0.3597
C -2.170 -0.422 -0.065  -0.2836
C -3.268 0.012 -0.798  -0.2564
C -3.082 0.912 -1.914  -0.1926
C -0.820 1.178 -1.307  -0.5104
H 3.620 1.153 1.129  0.3239
H 3.936 -0.003 2.414  0.3754
H 2.190 0.676 2.065  0.2441
H 1.755 0.260 -1.258  0.2478
H 1.008 -1.943 1.347  0.5175
H -2.349 -1.097 0.798  0.3522
H -4.345 -0.220 -0.423  0.2464
H -4.021 1.234 -2.388  0.3287
H -0.010 1.793 -1.524  0.4889
N -1.886 1.523 -2.106  -0.5856
O 2.451 -2.315 1.041  -0.6788
O 0.077 -1.373 1.329  -0.5949
S 2.943 -0.971 0.415  0.3611

Calculated values
E_LUMO: -0.00077 Eh
Relative energy (zero: lowest compared OMol25 entry of this formula, charge and spin): 2.622 eV

=====

Molecular formula: C8H9NS3
Method: DFT, the ωB97M-V functional and the def2-TZVPD basis

Last column: Löwdin spin population.
Cartesian coordinates (Å):
C -0.416 -1.627 -2.365  0.0032
C -1.512 -0.738 -2.335  -0.0005
C 0.799 -1.271 -1.738  -0.0006
C -1.429 0.306 -1.499  0.0027
C 0.901 -0.151 -0.896  0.0026
C -0.294 0.542 -0.680  0.0020
C -0.941 1.220 1.830  0.0911
C 0.186 0.763 2.673  0.5702
N 2.006 0.133 -0.086  0.0038
S -0.309 2.035 0.283  0.0592
S 0.220 -0.976 2.816  0.2222
S 1.137 1.772 3.451  1.0020
H -0.640 -2.536 -2.905  0.0002
H -2.469 -0.826 -2.898  -0.0001
H 1.732 -1.860 -1.795  -0.0001
H -2.157 1.227 -1.515  0.0006
H -1.573 0.325 1.451  0.0048
H -1.375 1.987 2.393  0.0173
H 2.858 -0.324 -0.174  0.0003
H 0.970 -1.168 3.984  0.0185
H 2.304 1.167 0.007  0.0005

Calculated values
E_LUMO (alpha / beta): 0.02146 / -0.09460 Eh
Multiplicity: 3

=====

Molecular formula: C8H9O2
Method: DFT, the ωB97M-V functional and the def2-TZVPD basis

Last column: Löwdin spin population.
Cartesian coordinates (Å):
C 0.354 -0.587 0.108  0.4814
C 1.754 -0.941 0.040  0.2927
C -3.161 -0.387 -0.568  0.0097
C -2.391 -0.806 0.413  0.0084
C -0.691 -1.503 0.112  0.3009
C 0.217 0.927 0.438  0.0604
C 2.550 0.462 0.017  0.0350
C 1.445 1.459 -0.311  0.0213
O -0.752 -2.695 -0.055  0.3678
O 2.307 -2.033 -0.109  0.3539
H -4.193 -0.112 -0.372  0.0013
H -2.879 -0.194 -1.528  0.0031
H -2.882 -0.820 1.459  0.0052
H -0.834 1.200 0.035  0.0115
H 0.183 1.223 1.474  0.0188
H 3.011 0.590 0.925  0.0111
H 3.351 0.296 -0.712  0.0093
H 1.047 1.460 -1.383  0.0039
H 1.563 2.462 0.018  0.0042

Calculated values
Total charge: -1
E_LUMO (alpha / beta): 0.14584 / 0.10130 Eh
Relative energy (zero: lowest compared OMol25 entry of this formula, charge and spin): 0.000 eV
Multiplicity: 3

=====

So what do the calculations give for E_tot? Going down the list: -892.6474; -474.2191; -549.6209; -548.8804; -874.8335; -913.5769; -1559.4206; -460.5527 Eh.